No. 1
Molecular formula: C50H43N2O3P2RuS2Si
Method: DFT, the ωB97M-V functional and the def2-TZVPD basis

```
104
Properties=species:S:1:pos:R:3:mulliken_charge:R:1
Ru -0.194 -0.018 -0.223 0.044
S 2.119 0.414 -0.753 -0.720
P 1.332 2.289 -0.843 2.270
C -0.252 2.301 -0.245 -1.530
P -1.683 2.186 -1.138 2.465
S -2.361 0.255 -1.186 -0.964
C -1.738 2.864 -2.818 0.020
C -1.422 4.212 -2.989 -0.058
C -1.410 4.769 -4.256 -0.780
C -1.717 3.984 -5.361 -0.464
C -2.029 2.644 -5.197 -0.734
C -2.035 2.081 -3.927 -0.562
C -2.949 3.133 -0.230 0.180
C -2.853 3.204 1.158 -0.216
C -3.828 3.859 1.892 -0.809
C -4.904 4.455 1.246 -0.526
C -5.007 4.385 -0.135 -0.743
C -4.036 3.719 -0.871 -0.398
C 1.656 2.981 -2.490 0.616
C 1.546 2.183 -3.626 -0.523
C 1.733 2.736 -4.883 -0.679
C 2.041 4.083 -5.013 -0.548
C 2.152 4.884 -3.886 -0.700
C 1.954 4.336 -2.627 -0.538
C 2.341 3.334 0.261 -0.091
C 1.729 4.154 1.201 -0.092
C 2.504 4.915 2.070 -0.782
C 3.887 4.854 2.002 -0.426
C 4.503 4.033 1.062 -0.726
C 3.733 3.275 0.198 -0.504
H -1.178 4.821 -2.125 0.426
H -1.157 5.814 -4.384 0.400
H -1.711 4.422 -6.352 0.399
H -2.264 2.031 -6.057 0.406
H -2.269 1.032 -3.795 0.426
H -1.998 2.753 1.649 0.200
H -3.748 3.909 2.971 0.453
H -5.660 4.976 1.820 0.382
H -5.845 4.846 -0.642 0.407
H -4.127 3.658 -1.949 0.416
H 1.317 1.129 -3.521 0.391
H 1.644 2.112 -5.763 0.419
H 2.200 4.509 -5.996 0.425
H 2.392 5.935 -3.985 0.414
H 2.034 4.962 -1.746 0.454
H 0.647 4.180 1.244 0.479
H 2.024 5.552 2.802 0.426
H 4.490 5.443 2.682 0.390
H 5.583 3.983 1.011 0.397
H 4.211 2.625 -0.527 0.426
O 0.062 -1.936 -0.385 0.222
Si 0.789 -3.352 -0.127 -0.545
C 1.640 -4.014 -1.659 0.403
C 1.318 -5.252 -2.217 -0.280
C 1.994 -5.739 -3.330 -0.696
C 3.008 -4.990 -3.907 -0.425
C 3.339 -3.750 -3.374 -0.802
C 2.660 -3.271 -2.264 -0.140
C 2.094 -3.244 1.232 0.488
C 3.419 -3.652 1.074 -0.360
C 4.339 -3.541 2.111 -0.768
C 3.951 -3.015 3.333 -0.518
C 2.634 -2.612 3.521 -0.746
C 1.726 -2.732 2.481 -0.016
C -0.498 -4.571 0.481 0.259
C -0.140 -5.818 1.000 -0.064
C -1.099 -6.695 1.486 -0.715
C -2.441 -6.334 1.469 -0.611
C -2.818 -5.097 0.968 -0.265
C -1.852 -4.226 0.477 -0.774
H 0.524 -5.847 -1.779 0.380
H 1.730 -6.703 -3.745 0.388
H 3.536 -5.367 -4.774 0.378
H 4.130 -3.161 -3.822 0.416
H 2.926 -2.299 -1.864 0.370
H 3.743 -4.064 0.125 0.403
H 5.362 -3.864 1.963 0.400
H 4.669 -2.924 4.140 0.386
H 2.318 -2.215 4.478 0.426
H 0.696 -2.438 2.646 0.332
H 0.906 -6.107 1.031 0.443
H -0.802 -7.659 1.882 0.414
H -3.190 -7.017 1.850 0.370
H -3.861 -4.808 0.962 0.486
H -2.148 -3.261 0.076 0.354
O -4.536 -4.012 3.111 -0.453
C -4.076 -3.265 4.213 -0.537
N -2.955 -2.496 3.722 0.049
C -2.587 -1.341 4.317 -0.061
O -3.104 -0.923 5.338 -0.689
C -1.460 -0.590 3.667 0.696
C -0.602 0.161 4.461 -0.475
C 0.431 0.857 3.864 -1.303
C 0.576 0.803 2.487 -0.344
N -0.266 0.101 1.728 2.222
C -1.273 -0.580 2.300 -1.406
H -4.934 -4.827 3.427 0.301
H -3.765 -3.916 5.035 0.339
H -4.830 -2.570 4.587 0.368
H -2.488 -2.857 2.903 0.002
H -0.766 0.189 5.530 0.547
H 1.127 1.443 4.447 0.541
H 1.374 1.314 1.969 0.337
H -1.930 -1.114 1.627 0.658
```

Calculated values
- Frontier orbital gap (alpha / beta): 0.2724 / 0.2554 Eh
- LUMO level (alpha / beta): -0.14 / -0.42 eV
- Spin multiplicity: 2
- ΔE to the lowest compared entry with this formula, charge and spin: 0.0000 eV
- Total charge: 0
- HOMO energy (alpha / beta): -7.6 / -7.4 eV

---

No. 2
Molecular formula: C24H32NO3
Method: DFT, the ωB97M-V functional and the def2-TZVPD basis

```
60
Properties=species:S:1:pos:R:3:nbo_charge:R:1
C 2.191 0.984 0.906 -0.262
H 1.713 0.574 1.799 0.206
H 2.178 2.072 0.954 0.195
H 3.227 0.643 0.851 0.195
O 1.472 0.633 -0.264 -0.530
C 1.374 -0.696 -0.565 0.224
C 1.926 -1.720 0.186 -0.194
C 1.771 -3.054 -0.185 -0.149
C 1.061 -3.373 -1.336 -0.189
C 0.497 -2.360 -2.091 -0.242
C 0.640 -1.036 -1.713 0.301
O -0.019 -0.047 -2.443 -0.576
C 0.712 0.608 -3.485 -0.065
C 0.853 2.109 -3.204 -0.450
H 1.351 2.571 -4.056 0.249
C -0.509 2.772 -2.997 -0.212
N -1.136 2.250 -1.760 -0.436
C -2.611 2.172 -1.755 -0.221
C -3.049 1.157 -0.689 -0.414
H -3.209 0.180 -1.145 0.226
H -3.997 1.478 -0.257 0.232
C -1.992 1.034 0.419 -0.216
C -1.422 2.425 0.694 -0.429
C -0.678 2.950 -0.540 -0.221
H -0.850 4.021 -0.671 0.219
H 0.392 2.778 -0.440 0.235
H -0.739 2.384 1.542 0.248
H -2.241 3.093 0.962 0.215
H -1.183 0.376 0.086 0.208
C -2.568 0.400 1.693 -0.406
C -1.454 0.014 2.630 -0.039
C -0.706 -1.132 2.384 -0.235
C 0.348 -1.479 3.211 -0.201
C 0.671 -0.675 4.293 -0.220
C -0.068 0.467 4.547 -0.216
C -1.124 0.810 3.719 -0.180
H -1.707 1.695 3.931 0.205
H 0.173 1.091 5.394 0.222
H 1.492 -0.946 4.939 0.225
H 0.917 -2.376 3.018 0.238
H -0.958 -1.765 1.544 0.211
H -3.135 -0.491 1.416 0.224
H -3.249 1.100 2.181 0.215
H -3.009 3.169 -1.550 0.219
H -2.961 1.861 -2.740 0.229
H -0.788 1.259 -1.719 0.510
H -0.413 3.858 -2.933 0.229
H -1.158 2.533 -3.843 0.222
H 1.482 2.254 -2.326 0.229
H 1.699 0.154 -3.598 0.212
H 0.151 0.451 -4.413 0.193
H -0.075 -2.585 -2.978 0.232
H 0.924 -4.397 -1.641 0.229
C 2.361 -4.077 0.734 0.579
O 2.659 -3.774 1.865 -0.531
C 2.545 -5.462 0.185 -0.721
H 3.137 -6.050 0.881 0.252
H 3.036 -5.431 -0.785 0.234
H 1.574 -5.939 0.068 0.240
H 2.481 -1.519 1.088 0.249
```

Calculated values
- Frontier orbital gap: 0.3423 Eh
- LUMO level: -2.22 eV
- ΔE to the lowest compared entry with this formula, charge and spin: 0.0569 eV
- Total charge: +1
- HOMO energy: -11.5 eV

---

No. 3
Molecular formula: C18H17Cl2N3Tb
Method: DFT, the ωB97M-V functional and the def2-TZVPD basis

```
41
Properties=species:S:1:pos:R:3:mulliken_charge:R:1
Tb -4.688 -13.046 2.663 1.228
C -6.934 -14.495 0.868 -1.099
C -6.940 -15.210 2.113 0.972
C -7.750 -16.326 2.225 -0.802
C -7.599 -17.095 3.400 -0.500
C -6.772 -16.679 4.434 -0.645
C -6.087 -15.459 4.262 0.695
N -6.210 -14.718 3.117 -0.238
C -5.059 -14.891 5.233 0.650
C -4.704 -15.533 6.432 -0.604
C -3.663 -14.968 7.195 -0.794
C -2.939 -13.891 6.700 -0.742
C -3.356 -13.268 5.510 0.989
N -4.406 -13.785 4.784 -0.211
C -2.558 -12.189 4.945 0.486
C -1.242 -11.998 5.257 -0.529
C -0.485 -11.068 4.567 -0.761
C -1.037 -10.458 3.431 -0.579
C -2.380 -10.733 3.111 0.863
C -3.001 -10.154 1.848 -0.952
N -3.130 -11.615 3.811 -0.232
H -6.104 -13.736 0.876 0.151
H -7.832 -13.948 0.629 0.382
H -6.723 -15.222 0.076 0.346
H -8.406 -16.602 1.347 0.435
H -8.167 -18.051 3.533 0.442
H -6.686 -17.232 5.375 0.407
H -5.212 -16.426 6.775 0.386
H -3.411 -15.332 8.197 0.475
H -2.159 -13.435 7.301 0.404
H -0.809 -12.540 6.138 0.235
H 0.560 -10.970 4.690 0.492
H -0.483 -9.689 2.887 0.429
H -3.613 -10.975 1.414 0.123
H -2.146 -9.975 1.175 0.382
H -3.589 -9.171 1.902 0.314
Cl -4.299 -15.115 -1.151 -0.023
C -3.410 -15.530 0.310 -0.202
Cl -2.824 -13.907 1.091 -0.009
H -2.502 -16.095 0.085 0.440
H -4.051 -16.009 1.094 0.196
```

Calculated values
- Frontier orbital gap (alpha / beta): 0.2156 / 0.2817 Eh
- LUMO level (alpha / beta): -12.38 / -10.58 eV
- Spin multiplicity: 7
- ΔE to the lowest compared entry with this formula, charge and spin: 1.7423 eV
- Total charge: +3
- HOMO energy (alpha / beta): -18.2 / -18.2 eV